(1)
ORCA calculation (ωB97M-V with the def2-TZVPD basis set) on a molecular structure, C20H22BN7O3RuS2.

Computed properties:
<S²> ... 0.85
DFT total energy ... -2300.3299 a.u.
Highest occupied orbital energy (alpha / beta) ... -11.1 / -11.3 eV
ΔE to the lowest compared entry with this formula, charge and spin ... 58.0 kcal per mole
2S+1 ... 2
Net charge ... +1
LUMO level (alpha / beta) ... -4.80 / -4.79 eV

```
56
C20H22BN7O3RuS2 | the OMol25 dataset | ωB97M-V with the def2-TZVPD basis set
Ru -0.274 0.040 -0.091
O -3.422 2.146 2.025
C -2.576 1.412 1.575
N -1.776 1.629 0.493
C -2.077 2.647 -0.366
O -3.038 3.379 -0.307
C -1.096 2.765 -1.502
C -0.959 3.994 -2.138
C -0.101 4.097 -3.217
C 0.573 2.959 -3.635
C 0.382 1.778 -2.938
N -0.428 1.680 -1.890
C -2.313 0.075 2.236
C -3.344 -0.505 2.967
C -3.104 -1.693 3.634
C -1.829 -2.240 3.576
C -0.861 -1.596 2.822
N -1.100 -0.473 2.144
H -1.540 4.826 -1.773
H 0.042 5.041 -3.720
H 1.232 2.981 -4.488
H 0.916 0.884 -3.233
H -4.303 -0.012 2.994
H -3.892 -2.179 4.188
H -1.590 -3.149 4.105
H 0.145 -1.991 2.775
C -0.776 -1.726 -3.251
N 0.574 -1.722 -2.754
C 1.708 -1.465 -3.465
C 2.756 -1.547 -2.593
N 2.275 -1.859 -1.360
B 3.146 -2.176 -0.109
N 2.693 -1.314 1.117
C 2.825 -1.724 2.406
C 2.440 -0.708 3.234
N 2.065 0.333 2.446
C 1.562 1.611 2.866
C 2.222 -0.056 1.151
S 2.032 1.033 -0.163
C 0.936 -1.945 -1.462
S -0.183 -2.457 -0.265
H -0.767 -1.521 -4.318
H -1.368 -0.963 -2.731
H -1.237 -2.700 -3.078
H 1.678 -1.240 -4.511
H 3.803 -1.405 -2.766
H 2.984 -3.314 0.182
H 4.265 -1.880 -0.363
H 3.179 -2.706 2.647
H 2.395 -0.656 4.303
H 1.353 1.580 3.930
H 0.642 1.842 2.317
H 2.291 2.396 2.666
O -2.736 -0.646 -0.953
H -2.987 -1.523 -0.639
H -3.443 -0.033 -0.720
```

Here are the natural (NBO) charges for atoms 1 to 5, given in e:
1. Ru 0.88
2. O -0.51
3. C 0.62
4. N -0.68
5. C 0.62



(2)
ORCA calculation (ωB97M-V with the def2-TZVPD basis set) on a molecular structure, C20H22BrN4OPt.

Computed properties:
DFT total energy ... -3762.7868 a.u.
Highest occupied orbital energy ... -10.7 eV
ΔE to the lowest compared entry with this formula, charge and spin ... 0.0 kcal per mole
2S+1 ... 1
Net charge ... +1
LUMO level ... -3.85 eV

```
49
C20H22BrN4OPt | the OMol25 dataset | ωB97M-V with the def2-TZVPD basis set
Pt 0.097 0.814 -0.134
Br 3.511 -3.319 -5.231
C 2.405 -2.211 -4.178
C 1.211 -1.705 -4.720
C 0.397 -0.901 -3.971
C 0.717 -0.552 -2.639
O -0.136 0.209 -2.008
C 1.928 -1.063 -2.097
C 2.416 -0.806 -0.785
N 1.850 -0.079 0.125
C 2.412 0.122 1.414
C 3.611 -0.353 1.870
C 4.035 -0.071 3.185
C 3.271 0.681 4.029
C 2.030 1.194 3.585
C 1.184 1.992 4.387
C 0.007 2.453 3.874
C -0.341 2.122 2.555
N 0.418 1.379 1.780
C 1.610 0.907 2.276
C 2.752 -1.895 -2.901
H 0.939 -1.955 -5.736
H -0.521 -0.505 -4.384
H 3.361 -1.282 -0.539
H 4.258 -0.946 1.239
H 4.987 -0.462 3.519
H 3.601 0.896 5.036
H 1.481 2.230 5.400
H -0.663 3.069 4.455
H -1.270 2.476 2.130
H 3.673 -2.280 -2.481
N -1.945 -1.637 -0.189
C -2.975 -1.440 -1.216
C -4.191 -0.740 -0.617
C -4.110 0.782 -0.514
C -2.960 1.364 0.312
N -1.748 1.710 -0.509
H -1.114 -2.045 -0.601
H -2.276 -2.300 0.504
H -3.291 -2.379 -1.682
H -2.537 -0.830 -2.011
H -4.370 -1.151 0.382
H -5.077 -0.985 -1.204
H -5.042 1.136 -0.069
H -4.083 1.224 -1.517
H -2.656 0.669 1.092
H -3.302 2.288 0.781
H -1.631 2.719 -0.516
H -1.922 1.458 -1.481
```

Here are the natural (NBO) charges for atoms 1 to 5, given in e:
1. Pt 0.88
2. Br 0.09
3. C -0.15
4. C -0.14
5. C -0.28



(3)
ORCA calculation (ωB97M-V with the def2-TZVPD basis set) on 8 unconnected molecules or ions with the total composition C20H22Cl10F24O3.

Computed properties:
SMILES string ... FC(F)C(F)(F)COC(F)(F)C(F)F.FC(F)C(F)(F)COC(F)(F)C(F)F.FC(F)C(F)(F)COC(F)(F)C(F)F.ClCCl.ClCCl.ClCCl.ClCCl.ClCCl
DFT total energy ... -7999.5894 a.u.
Highest occupied orbital energy ... -11.0 eV
2S+1 ... 1
Net charge ... 0
LUMO level ... 0.05 eV

```
79
C20H22Cl10F24O3 | the OMol25 dataset | ωB97M-V with the def2-TZVPD basis set
C 2.773 -8.693 -2.142
C 2.499 -7.193 -1.831
C 2.471 -6.970 -0.308
F 2.054 -5.749 0.149
F 1.869 -7.974 0.422
F 3.511 -6.507 -2.355
F 1.385 -6.782 -2.382
O 3.864 -9.170 -1.316
C 5.115 -9.448 -1.916
C 6.021 -10.113 -0.842
F 7.259 -10.319 -1.299
F 6.042 -9.579 0.402
F 4.904 -10.318 -2.915
F 5.593 -8.354 -2.496
H 3.043 -8.812 -3.191
H 1.853 -9.277 -2.118
H 3.509 -7.026 0.021
H 5.633 -11.116 -0.663
C 6.510 -19.738 -6.976
C 7.827 -20.209 -7.440
C 9.037 -19.352 -7.010
F 9.121 -19.127 -5.696
F 10.226 -19.761 -7.368
F 8.097 -21.382 -6.813
F 7.704 -20.364 -8.785
O 6.584 -18.319 -7.013
C 5.812 -17.658 -6.015
C 6.144 -16.133 -6.203
F 5.741 -15.424 -5.170
F 7.451 -15.847 -6.386
F 4.462 -17.860 -6.141
F 6.279 -18.107 -4.804
H 6.345 -20.036 -5.941
H 5.656 -20.166 -7.501
H 9.176 -18.325 -7.347
H 5.632 -15.714 -7.069
C -4.175 -3.464 1.176
C -4.361 -4.526 0.047
C -4.220 -6.029 0.510
F -4.086 -6.872 -0.526
F -3.151 -6.168 1.279
F -5.647 -4.438 -0.334
F -3.572 -4.282 -0.973
O -4.969 -3.748 2.289
C -5.488 -2.680 3.052
C -6.319 -1.497 2.377
F -7.197 -1.709 1.454
F -6.745 -0.532 3.135
F -6.138 -3.361 4.029
F -4.434 -2.039 3.666
H -4.380 -2.539 0.638
H -3.124 -3.472 1.464
H -5.087 -6.455 1.015
H -5.520 -1.110 1.745
C 4.133 -6.266 5.103
Cl 3.920 -8.024 4.942
Cl 5.086 -5.519 3.743
H 3.163 -5.769 5.093
H 4.569 -6.048 6.078
C -1.133 -11.075 4.916
Cl -2.836 -10.881 4.576
Cl -0.807 -12.768 5.147
H -0.582 -10.641 4.082
H -0.880 -10.600 5.865
C 1.239 -15.176 0.713
Cl 3.017 -15.184 0.393
Cl 0.681 -16.349 1.994
H 0.908 -14.179 1.003
H 0.793 -15.548 -0.209
C 5.379 -6.729 -7.193
Cl 5.289 -8.454 -7.416
Cl 5.127 -5.843 -8.723
H 4.516 -6.505 -6.566
H 6.193 -6.349 -6.575
C 1.336 -2.581 -6.038
Cl 0.136 -1.481 -6.847
Cl 1.959 -1.750 -4.564
H 0.826 -3.493 -5.727
H 2.189 -2.770 -6.690
```

Here are the Mulliken charges for atoms 1 to 5, given in e:
1. C -0.91
2. C 0.99
3. C 0.14
4. F -0.28
5. F -0.25



(4)
ORCA calculation (ωB97M-V with the def2-TZVPD basis set) on a single C20H22ClN3O4 molecule.

Computed properties:
SMILES string ... Cc1cc(OCc2cc(C(=O)NCc3cc(C(C)C)no3)no2)cc(C)c1Cl
DFT total energy ... -1700.6871 a.u.
Highest occupied orbital energy ... -8.7 eV
ΔE to the lowest compared entry with this formula, charge and spin ... 78.1 kcal per mole
2S+1 ... 1
Net charge ... 0
LUMO level ... 0.58 eV

```
50
C20H22ClN3O4 | the OMol25 dataset | ωB97M-V with the def2-TZVPD basis set
C 0.328 -7.770 -1.527
C 0.824 -6.679 -0.631
C 0.714 -5.346 -1.008
C 1.174 -4.337 -0.175
C 1.752 -4.666 1.049
C 1.876 -5.983 1.452
C 1.404 -6.976 0.596
Cl 1.547 -8.636 1.078
C 2.496 -6.334 2.767
H 2.805 -5.439 3.298
H 3.364 -6.975 2.615
H 1.786 -6.884 3.383
H 2.102 -3.865 1.680
O 1.110 -2.999 -0.452
C 0.537 -2.593 -1.668
C 0.587 -1.105 -1.721
C 1.269 -0.183 -0.981
C 0.874 1.054 -1.548
N 0.030 0.857 -2.534
O -0.153 -0.474 -2.648
C 1.302 2.413 -1.128
O 2.054 2.606 -0.196
N 0.786 3.390 -1.905
H 0.103 3.129 -2.601
C 0.994 4.790 -1.606
C -0.138 5.344 -0.804
C -0.469 5.219 0.513
C -1.690 5.937 0.630
N -2.031 6.430 -0.532
O -1.083 6.070 -1.428
C -2.522 6.098 1.859
C -3.306 4.803 2.097
H -3.894 4.884 3.008
H -2.632 3.955 2.193
H -3.981 4.618 1.263
C -3.465 7.290 1.734
H -4.067 7.390 2.634
H -2.901 8.207 1.585
H -4.122 7.154 0.879
H -1.844 6.254 2.706
H 0.073 4.704 1.277
H 1.918 4.854 -1.023
H 1.092 5.352 -2.537
H 1.940 -0.343 -0.166
H 1.094 -3.006 -2.525
H -0.511 -2.920 -1.749
H 0.262 -5.122 -1.961
H -0.093 -7.362 -2.441
H 1.142 -8.447 -1.783
H -0.437 -8.356 -1.018
```

Here are the natural (NBO) charges for atoms 1 to 5, given in e:
1. C -0.63
2. C 0.01
3. C -0.33
4. C 0.39
5. C -0.27